The following is a DFT calculation (the ωB97M-V functional and the def2-TZVPD basis) of a molecular structure, C49H101HgN5O9.

The frontier orbital gap is 7.78 eV. As for the molar mass: 1104.96 g/mol. The calculation puts the energy above the lowest of the compared OMol25 structures with the same formula, charge and spin at 3.715 eV. Its HOMO energy is -7.661 eV.

```
! wB97M-V def2-TZVPD RIJCOSX def2/J DEFGRID3
* xyz 0 1
Hg 1.391 0.092 -0.776
C 2.988 -3.851 -0.670
C 2.336 -2.504 -0.507
O 3.102 -1.531 -0.263
O 1.117 -2.318 -0.663
H 3.401 -3.789 -1.677
H 2.255 -4.658 -0.664
H 3.833 -3.985 0.004
C -1.893 1.849 1.603
C -0.713 1.246 0.830
O -0.588 1.497 -0.404
O 0.100 0.483 1.303
H -2.699 1.146 1.816
H -2.291 2.741 1.121
H -1.552 2.169 2.588
C -3.858 2.717 -1.574
C -3.579 3.444 -2.924
C -4.590 4.638 -3.138
C -4.330 5.868 -2.249
C -2.948 6.433 -2.516
C -1.848 5.405 -2.315
N -2.244 4.071 -2.928
O -1.294 3.102 -2.710
C -0.562 5.906 -2.870
C -1.704 5.231 -0.794
C -3.764 2.407 -4.071
H -3.899 3.383 -0.713
H -3.215 1.882 -1.295
H -4.840 2.256 -1.679
H -4.352 4.936 -4.159
H -5.635 4.337 -3.058
H -4.471 5.722 -1.178
H -4.970 6.676 -2.603
H -2.839 7.338 -1.918
H -3.013 6.755 -3.555
H 0.135 5.135 -2.541
H -0.653 6.027 -3.949
H -0.298 6.889 -2.479
H -2.518 4.628 -0.392
H -0.798 4.636 -0.682
H -1.697 6.143 -0.197
H -2.991 1.638 -4.067
H -3.643 2.835 -5.066
H -4.775 2.006 -3.998
H -1.334 2.950 -1.763
C -1.900 -2.025 5.438
C -1.261 -3.366 4.926
C -0.807 -3.212 3.433
C 0.464 -2.331 3.192
C 1.706 -2.905 4.032
C 1.317 -3.192 5.533
N 0.021 -3.738 5.723
O -0.281 -4.198 6.950
C 2.468 -4.056 6.114
C 1.468 -1.777 6.127
C -2.336 -4.459 5.076
H -2.860 -1.919 4.933
H -1.291 -1.157 5.184
H -2.043 -2.059 6.518
H -0.527 -4.199 3.063
H -1.652 -2.779 2.898
H 0.334 -1.314 3.563
H 0.641 -2.265 2.119
H 2.606 -2.296 3.946
H 1.832 -3.852 3.507
H 3.410 -3.510 6.073
H 2.171 -4.526 7.052
H 2.554 -5.033 5.639
H 2.472 -1.352 6.145
H 0.777 -1.042 5.714
H 1.164 -1.926 7.163
H -1.883 -5.445 4.984
H -3.062 -4.324 4.274
H -2.795 -4.516 6.063
H -0.521 -3.373 7.380
C 1.784 4.041 2.440
C 2.722 3.798 1.195
C 3.781 5.008 1.030
C 5.016 4.933 1.944
C 5.649 3.562 1.757
C 4.741 2.312 1.889
N 3.492 2.527 1.115
O 2.676 1.476 1.098
C 5.543 1.127 1.212
C 4.516 2.045 3.325
C 1.957 3.931 -0.192
H 1.239 3.172 2.811
H 1.065 4.723 1.986
H 2.308 4.545 3.252
H 4.108 5.143 -0.001
H 3.291 5.930 1.344
H 4.764 5.073 2.995
H 5.606 5.820 1.714
H 6.347 3.580 2.595
H 6.257 3.423 0.864
H 4.889 0.266 1.078
H 5.994 1.302 0.235
H 6.297 0.984 1.986
H 5.366 2.172 3.996
H 3.851 2.793 3.758
H 4.088 1.080 3.597
H 1.556 4.940 -0.292
H 1.243 3.108 -0.175
H 2.483 3.752 -1.129
H 2.427 1.413 2.024
C 0.311 0.476 -5.418
C 0.612 -0.274 -4.042
C 1.048 -1.737 -4.442
C 2.433 -1.784 -5.062
C 3.451 -1.080 -4.153
C 3.061 0.393 -3.713
N 1.715 0.315 -3.212
O 1.340 1.522 -2.640
C 4.045 0.822 -2.622
C 3.277 1.432 -4.827
C -0.653 -0.395 -3.190
H 0.873 0.168 -6.300
H 0.332 1.542 -5.187
H -0.712 0.172 -5.635
H 1.139 -2.313 -3.521
H 0.289 -2.217 -5.059
H 2.434 -1.352 -6.063
H 2.717 -2.829 -5.183
H 4.303 -1.088 -4.831
H 3.628 -1.724 -3.292
H 4.059 0.080 -1.825
H 5.070 0.905 -2.984
H 3.657 1.752 -2.205
H 2.950 2.435 -4.553
H 4.306 1.526 -5.177
H 2.637 1.229 -5.685
H -1.099 0.523 -2.808
H -0.411 -0.989 -2.308
H -1.345 -0.889 -3.872
H 1.210 2.131 -3.371
C -4.402 -3.206 -1.684
C -3.752 -3.105 -0.314
C -4.723 -3.645 0.794
C -4.879 -5.156 0.713
C -3.470 -5.870 0.716
C -2.497 -5.315 -0.336
N -2.447 -3.788 -0.321
O -1.577 -3.316 -1.294
C -1.113 -5.792 0.128
C -2.788 -5.975 -1.689
C -3.438 -1.515 -0.003
H -4.427 -4.179 -2.175
H -3.724 -2.660 -2.340
H -5.386 -2.738 -1.646
H -4.386 -3.367 1.792
H -5.671 -3.108 0.760
H -5.327 -5.460 -0.233
H -5.627 -5.505 1.425
H -3.780 -6.906 0.580
H -3.048 -5.732 1.712
H -0.365 -5.398 -0.560
H -0.869 -5.259 1.047
H -0.977 -6.868 0.236
H -2.260 -6.922 -1.800
H -3.855 -6.182 -1.776
H -2.482 -5.292 -2.481
H -2.790 -1.039 -0.738
H -2.975 -1.323 0.965
H -4.334 -0.894 0.001
H -0.812 -3.051 -0.779
*
```